Record 1
ORCA calculation (ωB97M-V with the def2-TZVPD basis set) on a cluster of 2 separate species, CH3FO3S in total in a non-equilibrium geometry.

Each line ends with the Mulliken charge.
Atoms and positions in Å:
C 0.827 1.429 0.825  -0.06
O -0.028 0.818 0.214  -0.36
H 1.774 0.907 0.993  0.21
O -2.774 0.851 0.696  -0.42
O -3.104 -1.631 0.099  -0.47
H 0.960 2.556 0.988  0.20
S -2.899 -0.057 -0.403  0.83
F -4.490 0.015 -0.955  -0.27
H -3.475 -1.831 0.966  0.33

Calculated values
Strongest force on any atom = 2.1 eV/A
Highest occupied orbital energy = -10.3642 eV
Gap between HOMO and LUMO = 0.3993 Eh
Lowest unoccupied orbital energy = 0.5 eV
DFT total energy = -763.6198 hartree
Energy relative to the best compared isomer or geometry (same formula, charge and spin) = 56.7 kJ/mol

***

Record 2
ORCA calculation (ωB97M-V with the def2-TZVPD basis set) on a cluster of 2 separate species, CH3FOS in total in a non-equilibrium geometry.

Each line ends with the Mulliken charge.
Atoms and positions in Å:
H -0.990 0.367 -0.868  0.35
F 1.153 -2.165 0.033  -0.47
H -1.273 0.704 0.726  0.31
O 1.561 1.637 -0.394  -0.36
H -1.015 -0.953 0.164  0.36
C -0.624 0.050 0.031  -0.82
S 1.188 0.360 0.307  0.63

Calculated values
Strongest force on any atom = 3.4 eV/A
Highest occupied orbital energy (alpha / beta) = -11.6706 / -10.0899 eV
Gap between HOMO and LUMO (alpha / beta) = 0.3339 / 0.2482 Eh
Lowest unoccupied orbital energy (alpha / beta) = -2.6 / -3.3 eV
DFT total energy = -613.0472 hartree
Energy relative to the best compared isomer or geometry (same formula, charge and spin) = 349.6 kJ/mol

***

Record 3
ORCA calculation (ωB97M-V with the def2-TZVPD basis set) on an isolated molecule of CH3FOS in a non-equilibrium geometry.

Each line ends with the Mulliken charge.
Atoms and positions in Å:
H 0.851 1.754 0.041  0.17
H -0.604 0.803 0.749  0.23
C 0.120 0.841 -0.051  0.03
H -0.802 -2.272 -0.138  0.16
S 0.159 -1.685 0.641  -0.07
O 0.912 -0.342 -0.036  -0.28
F -0.637 0.901 -1.205  -0.24

Calculated values
Strongest force on any atom = 2.3 eV/A
Highest occupied orbital energy = -9.7000 eV
Gap between HOMO and LUMO = 0.3710 Eh
SMILES string = FCOS
Lowest unoccupied orbital energy = 0.4 eV
DFT total energy = -613.1382 hartree
Energy relative to the best compared isomer or geometry (same formula, charge and spin) = 110.8 kJ/mol

***

Record 4
ORCA calculation (ωB97M-V with the def2-TZVPD basis set) on a cluster of 2 separate species, CH3FOS in total in a non-equilibrium geometry.

Each line ends with the Mulliken charge.
Atoms and positions in Å:
C -0.295 -1.114 -0.837  -0.36
H -1.242 -1.635 -0.800  0.28
H 1.571 1.942 0.910  0.16
F -0.493 0.107 -1.335  -0.20
S 0.036 1.766 1.060  0.18
O -0.213 0.282 1.386  -0.39
H 0.637 -1.348 -0.384  0.33

Calculated values
Strongest force on any atom = 2.6 eV/A
Highest occupied orbital energy (alpha / beta) = -8.1757 / -9.4483 eV
Gap between HOMO and LUMO (alpha / beta) = 0.2529 / 0.3664 Eh
Lowest unoccupied orbital energy (alpha / beta) = -1.3 / 0.5 eV
DFT total energy = -613.0366 hartree
Energy relative to the best compared isomer or geometry (same formula, charge and spin) = 377.5 kJ/mol

***

Record 5
ORCA calculation (ωB97M-V with the def2-TZVPD basis set) on the ion CH3I2N2 with charge +1 in a non-equilibrium geometry.

Each line ends with the Mulliken charge.
Atoms and positions in Å:
H 2.058 1.638 -0.612  0.36
N -0.743 -0.141 0.089  -0.41
C 0.539 0.606 0.427  0.48
H -0.845 -0.349 -0.868  0.14
I 0.948 0.603 -2.502  0.31
H -1.133 -0.913 0.646  0.29
N 1.259 1.019 -0.544  -0.48
I 1.000 0.779 2.461  0.32

Calculated values
Strongest force on any atom = 5.7 eV/A
Highest occupied orbital energy = -14.4439 eV
Gap between HOMO and LUMO = 0.3274 Eh
SMILES string = [NH2+]=C(I)NI
Lowest unoccupied orbital energy = -5.5 eV
DFT total energy = -744.4956 hartree
Net charge = +1
Energy relative to the best compared isomer or geometry (same formula, charge and spin) = 74.6 kJ/mol

***

Record 6
ORCA calculation (ωB97M-V with the def2-TZVPD basis set) on an isolated molecule of CH3I2O2P in a non-equilibrium geometry.

Each line ends with the Mulliken charge.
Atoms and positions in Å:
P 0.165 -0.731 -1.273  0.09
H -1.340 0.090 0.690  0.21
I -2.013 -0.083 -2.301  -0.06
H -0.046 1.205 1.584  0.29
O 0.411 0.591 -0.247  -0.20
O 0.154 -0.718 1.590  -0.51
C -0.279 0.385 0.946  -0.15
H 1.163 -0.648 1.951  0.33
I 1.785 -0.091 -2.940  -0.01

Calculated values
Strongest force on any atom = 5.4 eV/A
Highest occupied orbital energy = -9.1536 eV
Gap between HOMO and LUMO = 0.3246 Eh
SMILES string = OCOP(I)I
Lowest unoccupied orbital energy = -0.3 eV
DFT total energy = -1127.1452 hartree
Energy relative to the best compared isomer or geometry (same formula, charge and spin) = 126.5 kJ/mol

***

Record 7
ORCA calculation (ωB97M-V with the def2-TZVPD basis set) on a structure of composition CH3I2P in a non-equilibrium geometry.

Each line ends with the Löwdin spin population.
Atoms and positions in Å:
I 2.102 0.774 -1.556  0.91
C 0.043 -0.654 0.500  0.66
I -0.854 -2.333 -0.373  0.09
H 0.852 -0.769 1.242  0.02
H 0.184 1.585 0.422  0.04
P -0.910 0.801 0.526  0.26
H -1.418 0.596 -0.762  0.03

Calculated values
Strongest force on any atom = 1.9 eV/A
Highest occupied orbital energy (alpha / beta) = -7.8458 / -9.5372 eV
Gap between HOMO and LUMO (alpha / beta) = 0.2973 / 0.2359 Eh
Lowest unoccupied orbital energy (alpha / beta) = 0.2 / -3.1 eV
DFT total energy = -976.5206 hartree
2S+1 = 3
Energy relative to the best compared isomer or geometry (same formula, charge and spin) = 200.0 kJ/mol

***

Record 8
ORCA calculation (ωB97M-V with the def2-TZVPD basis set) on a cluster of 2 separate species, CH3I3Si in total.

Each line ends with the Mulliken charge.
Atoms and positions in Å:
I 3.257 -2.375 2.367  0.00
Si -0.477 0.377 -2.089  0.15
I 0.292 2.600 -2.853  -0.07
H -0.329 0.933 0.350  0.32
C -0.087 0.068 -0.264  -0.91
H -0.623 -0.794 0.123  0.32
I 0.409 -1.433 -3.520  -0.07
H 0.983 -0.132 -0.172  0.26

Calculated values
Strongest force on any atom = 0.5 eV/A
Highest occupied orbital energy (alpha / beta) = -9.6646 / -7.7898 eV
Gap between HOMO and LUMO (alpha / beta) = 0.3008 / 0.1587 Eh
Lowest unoccupied orbital energy (alpha / beta) = -1.5 / -3.5 eV
DFT total energy = -1222.4840 hartree
Energy relative to the best compared isomer or geometry (same formula, charge and spin) = 287.4 kJ/mol

***

Record 9
ORCA calculation (ωB97M-V with the def2-TZVPD basis set) on a structure of composition CH3IN4 in a non-equilibrium geometry.

Each line ends with the Mulliken charge.
Atoms and positions in Å:
H 0.850 -0.428 1.542  0.23
H 1.311 -1.419 0.013  0.28
H -1.221 -1.437 -0.112  0.24
I -1.810 2.311 0.249  0.06
N -0.905 0.534 -0.801  -0.29
N -0.699 -0.593 0.008  -0.10
C 0.784 -0.559 0.426  -0.22
N 0.419 1.055 -0.970  -0.07
N 1.273 0.535 -0.354  -0.11

Calculated values
Strongest force on any atom = 5.1 eV/A
Highest occupied orbital energy (alpha / beta) = -8.8604 / -8.8611 eV
Gap between HOMO and LUMO (alpha / beta) = 0.2902 / 0.2902 Eh
Lowest unoccupied orbital energy (alpha / beta) = -1.0 / -1.0 eV
DFT total energy = -556.4886 hartree
Energy relative to the best compared isomer or geometry (same formula, charge and spin) = 235.6 kJ/mol

***

Record 10
ORCA calculation (ωB97M-V with the def2-TZVPD basis set) on a structure of composition CH3INOP in a non-equilibrium geometry.

Each line ends with the Mulliken charge.
Atoms and positions in Å:
N 1.043 -1.388 0.015  -0.54
H 1.075 0.730 -1.359  0.07
H 0.930 1.068 0.956  0.10
O -0.686 0.224 -0.286  0.06
H 1.781 -1.697 0.504  0.21
I -3.431 0.079 -0.113  0.04
P 0.875 0.163 -0.159  0.33
C -1.587 0.820 0.443  -0.28

Calculated values
Strongest force on any atom = 4.2 eV/A
Highest occupied orbital energy = -9.0191 eV
Gap between HOMO and LUMO = 0.3218 Eh
Lowest unoccupied orbital energy = -0.3 eV
DFT total energy = -808.7998 hartree
Energy relative to the best compared isomer or geometry (same formula, charge and spin) = 384.2 kJ/mol